(1)
This record from the OMol25 dataset describes a 2-piece molecular cluster, C49H56N3O overall in a non-equilibrium geometry. The level of theory is the ωB97M-V functional and the def2-TZVPD basis.

Geometry (Å):
C 6.40544 0.86248 0.71762
O 5.77199 -0.44515 0.71916
C 4.42789 -0.56241 0.55822
C 3.61329 0.48850 0.09129
C 2.23878 0.31008 -0.00063
C 1.67798 -0.98266 0.08003
C 0.28531 -1.16808 -0.21313
N -0.18133 -2.37024 -0.73098
C 0.52909 -3.37781 -1.45037
C 0.25700 -4.72449 -1.16203
C -0.95470 -5.17612 -0.35554
C -0.58675 -5.62535 1.05453
C -1.78228 -6.22594 -1.09768
C 1.15776 -5.67925 -1.63807
C 2.21331 -5.30631 -2.47317
C 2.32709 -3.98885 -2.92214
C 1.44009 -3.01451 -2.46918
C 1.41193 -1.65015 -3.17045
C 0.74074 -1.73786 -4.54722
C 2.80058 -1.02624 -3.27505
N -1.53049 -2.37326 -0.78726
N -1.91807 -1.14343 -0.39521
C -3.33475 -0.89303 -0.40908
C -4.16487 -1.67655 0.42540
C -3.57884 -2.67325 1.43856
C -4.51746 -3.85043 1.72262
C -3.11570 -2.01328 2.73004
C -5.54429 -1.53755 0.29615
C -6.09747 -0.70243 -0.67665
C -5.26869 0.02591 -1.51935
C -3.88357 -0.11832 -1.44722
C -3.05901 0.42240 -2.62181
C -3.12817 1.94147 -2.73968
C -3.52730 -0.23670 -3.92413
C -0.82191 -0.33482 -0.03265
C -0.94586 0.96652 0.43685
C 2.53834 -2.06854 0.44686
C 3.85458 -1.84507 0.77352
H 7.46280 0.64620 0.89262
H 6.29045 1.37664 -0.24774
H 6.02039 1.49036 1.53303
H 4.06163 1.42576 -0.23717
H 1.57321 1.14871 -0.21125
H -1.60616 -4.30254 -0.26274
H -0.09923 -4.80560 1.60116
H -1.49664 -5.91166 1.59954
H 0.09099 -6.49214 1.03308
H -2.05856 -5.84707 -2.08874
H -1.23557 -7.17081 -1.20817
H -2.70295 -6.42351 -0.53696
H 1.01459 -6.72364 -1.34484
H 2.93264 -6.05634 -2.80600
H 3.09573 -3.71088 -3.64965
H 0.79398 -0.98494 -2.55699
H -0.26777 -2.16644 -4.46171
H 0.64453 -0.73382 -4.98252
H 1.33170 -2.36137 -5.23512
H 3.33586 -1.10433 -2.32309
H 3.39070 -1.51062 -4.06347
H 2.70917 0.03929 -3.52076
H -2.69221 -3.10019 0.94960
H -4.89163 -4.28465 0.78643
H -3.98236 -4.63661 2.27194
H -5.37523 -3.54800 2.33992
H -2.38806 -1.22249 2.52129
H -3.96523 -1.57498 3.26976
H -2.64516 -2.75451 3.38612
H -6.20462 -2.10545 0.95321
H -7.17925 -0.65706 -0.79735
H -5.69431 0.66705 -2.29380
H -2.01623 0.14427 -2.43654
H -2.69561 2.41260 -1.85030
H -2.56238 2.27579 -3.61723
H -4.16699 2.27593 -2.85646
H -3.53102 -1.32896 -3.82090
H -4.54604 0.09134 -4.17295
H -2.86468 0.03424 -4.75385
H -1.95734 1.36197 0.52787
H -0.05425 1.42994 0.82805
H 2.12920 -3.08200 0.48921
H 4.49443 -2.64204 1.14738
C 0.83135 3.52957 1.50880
C 1.34877 4.13341 0.30433
C 2.59373 3.70748 -0.22000
C 3.11356 4.27118 -1.37846
C 2.54320 5.43947 -1.90470
C 1.38780 5.96886 -1.30401
C 0.73483 5.27017 -0.29084
C 0.38846 4.34337 2.56427
C 1.03287 4.27753 3.78823
C 1.16845 5.38713 4.67670
C 1.95500 5.23740 5.84918
C 2.05666 6.26170 6.78109
C 1.39742 7.48533 6.55846
C 0.66972 7.67827 5.36929
C 0.57114 6.65972 4.42370
H 1.14592 2.51584 1.77138
H 3.15116 2.97046 0.36489
H 3.96410 3.80366 -1.87529
H 3.01820 5.94651 -2.73713
H 0.98029 6.91440 -1.65730
H -0.23395 5.59924 0.09430
H -0.41601 5.06916 2.40467
H 1.62052 3.38124 4.02356
H 2.46684 4.27975 5.99816
H 2.63509 6.09456 7.68975
H 1.44042 8.27153 7.30874
H 0.16656 8.62245 5.17534
H 0.02571 6.81393 3.48685

The calculation puts the HOMO-LUMO gap at 3.06 eV. Its LUMO energy is -0.1905 Eh. The net charge is +1. The electronic energy comes out at -58229.15414 eV. Its spin multiplicity is 1.

Mulliken atomic charge list, values in e, 99 entries:
1 C -0.739
2 O -0.490
3 C 0.676
4 C -0.558
5 C -0.375
6 C 0.376
7 C -1.022
8 N 1.772
9 C -0.364
10 C 0.316
11 C 1.464
12 C -1.417
13 C -1.694
14 C -0.351
15 C -1.504
16 C -0.222
17 C 0.030
18 C 1.456
19 C -1.605
20 C -1.771
21 N -1.463
22 N 1.837
23 C -0.560
24 C -0.069
25 C 2.313
26 C -1.916
27 C -1.396
28 C -0.511
29 C -1.322
30 C -0.462
31 C 0.453
32 C 1.512
33 C -1.448
34 C -1.492
35 C 0.926
36 C -0.737
37 C -0.085
38 C -1.123
39 H 0.276
40 H 0.283
41 H 0.289
42 H 0.114
43 H 0.822
44 H -0.448
45 H 0.325
46 H 0.387
47 H 0.365
48 H 0.401
49 H 0.342
50 H 0.448
51 H 0.391
52 H 0.377
53 H 0.390
54 H -0.262
55 H 0.384
56 H 0.426
57 H 0.315
58 H 0.274
59 H 0.466
60 H 0.396
61 H -0.795
62 H 0.469
63 H 0.343
64 H 0.461
65 H 0.316
66 H 0.305
67 H 0.357
68 H 0.305
69 H 0.372
70 H 0.361
71 H -0.644
72 H 0.313
73 H 0.443
74 H 0.286
75 H 0.361
76 H 0.344
77 H 0.406
78 H 0.358
79 H -0.502
80 H 0.448
81 H 0.479
82 C -0.626
83 C 1.206
84 C -0.549
85 C -0.647
86 C -0.415
87 C -0.710
88 C -0.485
89 C -0.606
90 C -0.369
91 C 0.851
92 C -0.442
93 C -0.569
94 C -0.364
95 C -0.686
96 C -0.324
97 H 0.481
98 H 0.873
99 H 0.437

***

(2)
This record from the OMol25 dataset describes C12H14N2O2 as an isolated structure in a non-equilibrium geometry. The level of theory is the ωB97M-V functional and the def2-TZVPD basis.

Geometry (Å):
O 0.04503 -1.46237 0.83561
O 0.77648 2.87237 0.32077
N -2.66154 1.91571 -2.51954
C 0.40393 -0.29687 0.66297
C 0.67916 1.61790 0.57848
C -3.54595 0.88319 -2.50578
C -1.60535 1.91279 -1.69651
C -3.44373 -0.25179 -1.64172
C -2.29363 -0.27246 -0.80650
C -1.33568 0.79521 -0.82743
N -0.21974 0.70438 0.01333
C 3.99548 1.34016 0.95141
C 2.20037 -0.63425 3.49509
C 2.98306 0.28392 0.57836
C 1.46869 0.61077 2.80851
C 1.56474 0.52322 1.31436
H -4.28348 1.08438 -3.32821
H -1.05998 2.83837 -1.71420
H -4.17565 -1.04392 -1.71452
H -2.18686 -1.09723 -0.06279
H 3.78194 1.59400 2.04135
H 4.98142 0.83860 1.15059
H 4.24107 2.18160 0.30022
H 3.32072 -0.56160 3.48334
H 1.85930 -0.62617 4.54291
H 1.84498 -1.49703 3.05244
H 3.26591 -0.75254 0.60114
H 2.86750 0.39359 -0.52481
H 0.44638 0.47337 3.17871
H 1.96075 1.50803 3.30772

The calculation puts the HOMO-LUMO gap at 9.69 eV. Its LUMO energy is 0.0116 Eh. The net charge is 0. The electronic energy comes out at -19744.54820 eV. Its spin multiplicity is 1.

From a Mulliken analysis of the wavefunction, the atomic charges in e read:
1 O -0.653
2 O -0.652
3 N -0.588
4 C -0.142
5 C -0.132
6 C -0.158
7 C -0.347
8 C -0.641
9 C -0.218
10 C 0.520
11 N 0.338
12 C -1.096
13 C -1.283
14 C -0.744
15 C -0.558
16 C 1.042
17 H 0.345
18 H 0.497
19 H 0.387
20 H 0.351
21 H 0.267
22 H 0.318
23 H 0.341
24 H 0.260
25 H 0.417
26 H 0.396
27 H 0.505
28 H 0.404
29 H 0.448
30 H 0.377

***

(3)
This record from the OMol25 dataset describes C2HCuFLi2O2 as an isolated structure in a non-equilibrium geometry. The level of theory is the ωB97M-V functional and the def2-TZVPD basis.

Geometry (Å):
O -0.28930 0.24754 0.36168
C -1.34568 0.77238 0.11252
C -2.66825 0.59240 -0.14900
O -3.22669 -0.56618 -0.36324
Cu 1.69372 1.48923 1.19678
F 3.19115 2.39247 2.22485
H -3.27495 1.47331 0.12556
Li -2.80050 -2.27526 -0.36805
Li 3.85263 3.27416 3.51089

The calculation puts the HOMO-LUMO gap (spin up / spin down) at 5.94 / 5.91 eV. Its LUMO energy (spin up / spin down) is -0.1439 / -0.1439 Eh. The net charge is +1. The electronic energy comes out at -53945.57761 eV. Its spin multiplicity is 1.

From a Mulliken analysis of the wavefunction, the atomic charges in e read:
1 O -0.577
2 C 0.373
3 C 0.001
4 O -0.820
5 Cu 0.585
6 F -0.635
7 H 0.259
8 Li 0.902
9 Li 0.912

***

(4)
This record from the OMol25 dataset describes a 2-piece molecular cluster, C4H12 overall in a non-equilibrium geometry. The level of theory is the ωB97M-V functional and the def2-TZVPD basis.

Geometry (Å):
C 0.93330 1.15186 -1.61512
C 1.48829 -0.19048 -2.34230
H 0.85180 0.87978 -0.59006
H 1.58620 1.92665 -1.78485
H -0.01512 1.32902 -1.92314
H 1.06862 -0.92965 -1.60353
H 2.57267 -0.30900 -2.38992
H 1.19558 0.02220 -3.40153
C -0.46415 -0.39274 2.06579
C -1.93385 -0.64585 1.72915
H -0.32886 -0.18680 3.15555
H 0.11801 -1.23475 2.02297
H -0.29230 0.57724 1.56943
H -2.50570 -0.85195 2.69460
H -2.40367 0.21683 1.48753
H -1.87084 -1.36236 0.92545

The calculation puts the HOMO-LUMO gap at 12.14 eV. Its LUMO energy is 0.0406 Eh. The SMILES is CC.CC. The net charge is 0. The electronic energy comes out at -4340.71170 eV. Its spin multiplicity is 1.

From a Mulliken analysis of the wavefunction, the atomic charges in e read:
1 C -0.734
2 C -0.727
3 H 0.048
4 H 0.356
5 H 0.336
6 H 0.229
7 H 0.245
8 H 0.249
9 C -0.840
10 C -0.865
11 H 0.321
12 H 0.376
13 H 0.153
14 H 0.252
15 H 0.338
16 H 0.265